1.
The following is a DFT calculation (the ωB97M-V functional and the def2-TZVPD basis) of C45H33N6O2SV as an isolated structure.

```
88
C45H33N6O2SV | the OMol25 dataset | the ωB97M-V functional and the def2-TZVPD basis
V -0.117 0.444 0.870
C 5.334 -3.219 -3.013
C 4.461 -2.148 -2.446
C 3.762 -2.367 -1.263
C 3.006 -1.360 -0.694
C 2.915 -0.131 -1.324
C 3.565 0.096 -2.521
C 4.335 -0.911 -3.075
S 2.050 1.191 -0.493
O 2.890 2.344 -0.416
O 0.709 1.397 -1.030
N 1.685 0.565 0.947
C 2.358 0.446 2.110
C 3.707 0.650 2.346
C 4.196 0.546 3.652
C 3.377 0.247 4.712
C 1.997 0.026 4.509
C 1.057 -0.226 5.528
C -0.266 -0.384 5.195
C -0.668 -0.306 3.852
N 0.180 -0.063 2.874
C 1.487 0.111 3.190
H 5.680 -3.883 -2.224
H 6.196 -2.792 -3.517
H 4.782 -3.815 -3.739
H 3.820 -3.328 -0.774
H 2.492 -1.523 0.241
H 3.472 1.061 -2.991
H 4.858 -0.732 -4.000
H 4.359 0.915 1.528
H 5.247 0.718 3.824
H 3.775 0.187 5.712
H 1.386 -0.263 6.556
H -1.011 -0.556 5.955
H -1.707 -0.437 3.573
N -7.602 6.959 -1.356
C -6.789 6.190 -1.113
C -5.800 5.230 -0.782
C -6.126 4.214 0.119
C -5.169 3.288 0.481
C -3.877 3.369 -0.040
C -3.560 4.384 -0.942
C -4.515 5.304 -1.321
C -2.829 2.441 0.399
C -1.677 2.996 0.963
C -1.466 4.335 1.376
C -0.281 4.341 2.080
C 0.209 3.028 2.048
N -0.624 2.222 1.390
C -3.040 1.060 0.362
C -4.216 0.388 -0.062
C -4.045 -0.943 0.252
C -2.769 -1.050 0.823
N -2.147 0.131 0.873
H -7.124 4.160 0.528
H -5.408 2.522 1.201
H -2.561 4.437 -1.347
H -4.278 6.083 -2.030
H -2.117 5.164 1.183
H 0.176 5.171 2.580
H 1.128 2.680 2.495
H -5.062 0.853 -0.528
H -4.746 -1.739 0.110
H -2.288 -1.950 1.183
N -0.215 -1.023 0.034
C -0.143 -1.911 -0.855
C 0.006 -3.339 -0.517
C 0.633 -3.684 0.682
C 0.927 -5.006 0.956
C 0.552 -5.999 0.059
C -0.156 -5.672 -1.088
C -0.421 -4.346 -1.385
C -0.097 -1.511 -2.280
C 0.790 -2.137 -3.159
C 0.905 -1.698 -4.465
C 0.137 -0.635 -4.909
C -0.762 -0.024 -4.045
C -0.881 -0.453 -2.735
H 0.892 -2.896 1.383
H 1.458 -5.261 1.862
H 0.809 -7.028 0.262
H -0.492 -6.448 -1.762
H -0.981 -4.088 -2.271
H 1.415 -2.944 -2.809
H 1.592 -2.188 -5.142
H 0.245 -0.283 -5.924
H -1.376 0.791 -4.397
H -1.600 0.011 -2.070
```

Values from the calculation:
**2S+1**: 2
**Maximum force**: 2.80 eV Å⁻¹
**Total charge**: +1
**<S²>**: 0.7822
**Calculated total energy**: -3555.67066 Eh
**HOMO-LUMO gap (spin up / spin down)**: 6.297 / 6.496 eV

---

2.
The following is a DFT calculation (the ωB97M-V functional and the def2-TZVPD basis) of C45H34CrO4P as an isolated structure.

```
85
C45H34CrO4P | the OMol25 dataset | the ωB97M-V functional and the def2-TZVPD basis
O 3.217 1.010 6.845
C 3.009 0.946 5.702
Cr 2.481 0.567 3.906
C 0.772 0.236 4.641
O -0.245 -0.082 5.106
C 2.794 -1.236 4.386
O 2.903 -2.301 4.851
C 4.145 1.621 2.982
C 3.109 2.527 3.222
C 1.813 2.253 2.791
C 1.534 1.078 2.059
C 0.156 0.743 1.733
C -1.017 0.476 1.540
C -2.367 -0.007 1.208
C -2.617 -1.341 1.940
C -1.555 -2.074 2.468
C -1.777 -3.325 3.060
C -3.073 -3.815 3.200
C -4.156 -3.046 2.767
C -3.928 -1.862 2.060
C -3.239 1.095 1.884
C -2.962 2.442 1.622
C -3.583 3.490 2.299
C -4.426 3.186 3.376
C -4.590 1.859 3.770
C -3.971 0.842 3.043
C 2.582 0.169 1.828
C 3.880 0.456 2.266
H 5.148 1.821 3.358
H 3.295 3.437 3.784
H 0.978 2.927 3.013
H -0.544 -1.666 2.383
H -0.906 -3.868 3.429
H -3.231 -4.781 3.674
H -5.178 -3.359 2.998
H -4.792 -1.301 1.672
H -2.161 2.680 0.937
H -3.382 4.528 2.016
H -4.911 3.985 3.934
H -5.166 1.580 4.654
H -4.038 -0.162 3.441
H 2.343 -0.775 1.325
H 4.674 -0.261 2.081
C -2.583 -2.880 -0.632
C -3.228 -1.517 -0.725
C -2.396 -0.268 -0.277
P -2.599 1.045 -1.657
C -1.583 0.544 -3.094
C -2.151 -0.316 -4.052
C -1.515 -0.530 -5.276
C -0.286 0.075 -5.560
C 0.304 0.889 -4.597
C -0.330 1.111 -3.376
C -4.192 1.439 -2.421
C -4.125 2.150 -3.633
C -5.270 2.398 -4.382
C -6.510 1.945 -3.923
C -6.591 1.276 -2.700
C -5.451 1.070 -1.923
C -1.870 2.636 -1.238
C -2.653 3.810 -1.202
C -2.124 4.982 -0.659
C -0.837 4.998 -0.113
C -0.060 3.836 -0.127
C -0.555 2.671 -0.718
O -4.382 -1.405 -1.109
H -2.270 -3.138 0.383
H -3.342 -3.607 -0.932
H -1.713 -2.966 -1.295
H -1.345 -0.506 -0.539
H -3.112 -0.791 -3.852
H -1.982 -1.169 -6.021
H 0.210 -0.094 -6.518
H 1.263 1.367 -4.792
H 0.172 1.766 -2.675
H -3.156 2.479 -4.010
H -5.181 2.939 -5.324
H -7.407 2.126 -4.518
H -7.552 0.903 -2.344
H -5.532 0.585 -0.955
H -3.690 3.779 -1.542
H -2.732 5.890 -0.654
H -0.434 5.917 0.321
H 0.934 3.828 0.320
H 0.055 1.763 -0.703
```

Values from the calculation:
**2S+1**: 3
**Maximum force**: 5.16 eV Å⁻¹
**Total charge**: +1
**<S²>**: 2.0286
**Calculated total energy**: -3421.58947 Eh
**HOMO-LUMO gap (spin up / spin down)**: 4.370 / 6.791 eV

---

3.
The following is a DFT calculation (the ωB97M-V functional and the def2-TZVPD basis) of C45H35BeBrINO5P2Se as an isolated structure.

```
92
C45H35BeBrINO5P2Se | the OMol25 dataset | the ωB97M-V functional and the def2-TZVPD basis
Be -0.301 0.201 -0.584
I 0.330 -1.603 2.739
C 1.960 -0.637 3.634
C 1.859 -0.581 4.996
C 2.936 -0.137 5.788
C 4.110 0.170 5.179
C 4.242 0.116 3.769
C 5.514 0.385 3.215
C 5.699 0.345 1.870
C 4.588 0.133 1.037
C 3.316 -0.106 1.503
P 2.012 -0.067 0.130
C 2.468 -1.566 -0.822
C 3.567 -1.678 -1.668
C 3.824 -2.867 -2.335
C 3.000 -3.966 -2.152
C 1.905 -3.867 -1.308
C 1.636 -2.671 -0.660
C 2.582 1.425 -0.765
C 2.792 1.494 -2.137
C 3.167 2.701 -2.719
C 3.314 3.844 -1.946
C 3.058 3.789 -0.580
C 2.689 2.588 0.003
C 3.132 -0.216 2.926
H 0.951 -0.920 5.477
H 2.833 -0.094 6.865
H 4.979 0.455 5.762
H 6.333 0.610 3.888
H 6.672 0.525 1.432
H 4.750 0.222 -0.028
H 4.223 -0.837 -1.845
H 4.668 -2.926 -3.012
H 3.200 -4.891 -2.680
H 1.245 -4.715 -1.168
H 0.757 -2.588 -0.031
H 2.588 0.641 -2.775
H 3.315 2.743 -3.791
H 3.613 4.778 -2.406
H 3.141 4.683 0.027
H 2.495 2.550 1.071
O -1.411 -0.729 0.099
P -2.897 -0.995 -0.173
C -3.193 -2.159 -1.477
C -2.240 -3.128 -1.763
C -2.512 -4.089 -2.724
C -3.728 -4.081 -3.387
C -4.685 -3.111 -3.103
C -4.419 -2.144 -2.150
C -3.732 0.524 -0.606
C -4.677 1.141 0.213
C -5.237 2.349 -0.177
C -4.852 2.938 -1.376
C -3.909 2.324 -2.191
C -3.347 1.112 -1.817
C -3.602 -1.674 1.336
C -4.205 -2.930 1.349
C -4.661 -3.468 2.546
C -4.521 -2.756 3.728
C -3.925 -1.500 3.722
C -3.464 -0.961 2.532
H -1.276 -3.105 -1.276
H -1.755 -4.819 -2.979
H -3.928 -4.824 -4.149
H -5.626 -3.098 -3.638
H -5.153 -1.378 -1.933
H -4.989 0.678 1.141
H -5.973 2.831 0.456
H -5.298 3.879 -1.677
H -3.600 2.778 -3.123
H -2.596 0.659 -2.470
H -4.315 -3.486 0.426
H -5.121 -4.447 2.555
H -4.871 -3.182 4.660
H -3.812 -0.946 4.646
H -2.988 0.012 2.528
O 1.062 0.130 -4.429
Se -0.113 -0.547 -3.550
O -1.618 -0.017 -3.868
O 0.204 0.090 -1.967
O -0.005 -2.153 -3.365
Br -0.471 3.040 -2.476
C -0.859 3.015 -0.651
C -1.342 4.188 -0.079
C -1.626 4.209 1.269
C -1.410 3.058 2.020
C -0.949 1.939 1.371
N -0.688 1.899 0.050
H -1.482 5.056 -0.705
H -2.003 5.112 1.733
H -1.595 3.030 3.085
H -0.748 1.018 1.906
```

Values from the calculation:
**2S+1**: 1
**Maximum force**: 0.49 eV Å⁻¹
**Calculated total energy**: -8137.47888 Eh
**HOMO-LUMO gap**: 7.964 eV

---

4.
The following is a DFT calculation (the ωB97M-V functional and the def2-TZVPD basis) of C45H36CaN4PS2 as an isolated structure.

```
89
C45H36CaN4PS2 | the OMol25 dataset | the ωB97M-V functional and the def2-TZVPD basis
Ca -0.807 -0.847 -0.841
C -5.082 0.797 -0.555
C -3.788 0.051 -0.365
N -2.937 -0.178 -1.372
N -3.378 0.239 -2.622
C -2.610 -0.077 -3.618
N -3.077 0.395 -4.863
S -1.104 -0.957 -3.668
C -3.477 -0.491 0.909
C -4.348 -0.370 2.031
C -4.108 -1.096 3.165
C -2.986 -1.952 3.225
C -2.117 -1.928 2.152
N -2.296 -1.214 1.043
H -5.191 1.074 -1.598
H -5.105 1.708 0.055
H -5.940 0.186 -0.256
H -4.082 0.496 -4.868
H -2.724 -0.165 -5.625
H -5.215 0.275 1.969
H -4.782 -1.015 4.012
H -2.767 -2.554 4.096
H -1.197 -2.506 2.182
C 6.520 -0.531 -2.104
C 5.395 -0.683 -2.899
C 4.143 -0.803 -2.303
C 3.993 -0.777 -0.918
C 5.134 -0.615 -0.131
C 6.383 -0.499 -0.719
P 2.268 -1.010 -0.353
C 2.056 0.169 1.185
C 2.157 -0.637 2.438
C 1.341 -0.804 3.488
C 0.022 -0.241 3.804
C -0.605 0.784 3.232
C -0.040 1.606 2.129
C 2.324 -2.757 0.292
C 3.464 -3.292 0.829
C 3.519 -4.638 1.255
C 2.427 -5.444 1.111
C 1.234 -4.944 0.529
C 0.109 -5.787 0.328
C -1.020 -5.292 -0.264
C -1.079 -3.932 -0.654
C -0.037 -3.044 -0.473
C 1.152 -3.582 0.120
H 7.499 -0.430 -2.558
H 5.483 -0.701 -3.979
H 3.258 -0.905 -2.923
H 5.041 -0.548 0.945
H 7.256 -0.365 -0.091
H 3.089 -1.190 2.484
H 1.716 -1.486 4.246
H -0.500 -0.742 4.615
H -1.594 1.058 3.591
H 0.516 2.460 2.535
H 4.360 -2.686 0.929
H 4.436 -5.022 1.689
H 2.459 -6.483 1.427
H 0.171 -6.825 0.642
H -1.875 -5.943 -0.427
H -2.008 -3.586 -1.110
C -1.827 6.344 1.081
C -0.583 5.891 0.657
C -0.311 4.531 0.612
C -1.277 3.601 0.992
C -2.520 4.064 1.413
C -2.796 5.425 1.460
C -0.977 2.132 0.987
C 0.087 1.586 0.047
C 0.277 1.899 -1.378
C -0.811 2.311 -2.148
C -0.649 2.638 -3.485
C 0.609 2.574 -4.065
C 1.706 2.199 -3.298
C 1.548 1.867 -1.962
H -2.041 7.406 1.107
H 0.179 6.600 0.355
H 0.662 4.175 0.286
H -3.279 3.341 1.695
H -3.772 5.767 1.786
H -1.913 1.564 0.957
H -1.799 2.339 -1.703
H -1.517 2.893 -4.079
H 0.731 2.800 -5.118
H 2.696 2.162 -3.740
H 2.409 1.637 -1.344
S 3.309 1.542 1.323
C 0.808 0.987 1.036
```

Values from the calculation:
**2S+1**: 2
**Maximum force**: 1.01 eV Å⁻¹
**Total charge**: -2
**<S²>**: 0.7736
**Calculated total energy**: -3770.81504 Eh
**HOMO-LUMO gap (spin up / spin down)**: 4.518 / 6.266 eV

---

5.
The following is a DFT calculation (the ωB97M-V functional and the def2-TZVPD basis) of C45H36N4O6SSc as an isolated structure.

```
93
C45H36N4O6SSc | the OMol25 dataset | the ωB97M-V functional and the def2-TZVPD basis
Sc 1.872 0.716 0.255
O 0.353 0.899 -1.060
C 0.222 1.181 -2.401
C 1.638 1.383 -3.008
C 2.542 0.188 -2.892
C 3.017 -0.451 -4.032
C 3.859 -1.539 -3.901
C 4.206 -1.966 -2.635
C 3.702 -1.288 -1.529
C 4.023 -1.752 -0.139
C 2.742 -2.269 0.579
O 1.900 -1.192 0.757
C 3.055 -2.853 1.958
C 2.079 -3.620 2.592
C 2.269 -4.094 3.878
C 3.447 -3.808 4.559
C 4.419 -3.041 3.941
C 4.223 -2.565 2.649
C 2.107 -3.317 -0.339
C 1.021 -2.977 -1.132
C 0.513 -3.881 -2.058
C 1.083 -5.136 -2.197
C 2.167 -5.488 -1.400
C 2.673 -4.582 -0.481
N 2.894 -0.229 -1.669
C -0.553 2.495 -2.595
C -0.914 2.948 -3.863
C -1.593 4.144 -4.025
C -1.929 4.910 -2.916
C -1.578 4.464 -1.652
C -0.895 3.265 -1.493
C -0.569 0.056 -3.079
C -1.561 -0.587 -2.344
C -2.331 -1.590 -2.909
C -2.122 -1.979 -4.226
C -1.134 -1.352 -4.967
C -0.369 -0.342 -4.396
H 1.588 1.685 -4.057
H 2.085 2.218 -2.460
H 2.725 -0.085 -5.007
H 4.239 -2.050 -4.777
H 4.849 -2.822 -2.483
H 4.785 -2.534 -0.204
H 4.445 -0.917 0.431
H 1.158 -3.840 2.066
H 1.496 -4.686 4.354
H 3.597 -4.175 5.567
H 5.334 -2.795 4.465
H 4.985 -1.942 2.201
H 0.584 -1.991 -1.039
H -0.326 -3.586 -2.677
H 0.690 -5.838 -2.922
H 2.619 -6.468 -1.492
H 3.516 -4.861 0.142
H -0.675 2.351 -4.736
H -1.865 4.478 -5.020
H -2.458 5.847 -3.040
H -1.830 5.053 -0.779
H -0.616 2.917 -0.508
H -1.711 -0.291 -1.314
H -3.096 -2.077 -2.316
H -2.718 -2.769 -4.665
H -0.948 -1.650 -5.992
H 0.400 0.131 -4.992
O 4.115 3.637 1.643
S 3.840 2.326 1.114
O 4.996 1.466 0.893
O 3.041 2.402 -0.201
O 2.823 1.567 1.964
N -4.849 1.551 3.195
C -5.842 2.224 3.873
C -7.212 2.015 3.987
C -7.914 2.919 4.761
C -7.274 3.994 5.397
C -5.914 4.196 5.275
C -5.189 3.294 4.497
N -3.837 3.267 4.201
C -3.678 2.228 3.429
C -2.395 1.810 2.842
C -1.278 2.620 2.998
C -0.083 2.230 2.411
N 0.024 1.115 1.693
C -1.036 0.321 1.561
C -2.262 0.626 2.123
H -4.961 0.751 2.600
H -7.710 1.187 3.498
H -8.982 2.796 4.879
H -7.864 4.678 5.994
H -5.414 5.022 5.761
H -1.344 3.540 3.560
H 0.828 2.810 2.508
H -0.879 -0.579 0.979
H -3.080 -0.069 1.986
```

Values from the calculation:
**2S+1**: 1
**Maximum force**: 0.49 eV Å⁻¹
**Total charge**: -1
**Calculated total energy**: -3566.19634 Eh
**HOMO-LUMO gap**: 7.707 eV

---

Q: Among the records above, which one has the highest calculated total energy?
A: C45H34CrO4P